1.
{"formula": "C4H7NO", "method": "ωB97M-V/def2-TZVPD", "species": ["C", "C", "C", "N", "C", "O", "H", "H", "H", "H", "H", "H", "H"], "coordinates": [[1.27981, -0.59147, 0.71565], [0.35288, 0.51487, 0.23344], [-0.18162, 0.31243, -1.20178], [-1.55068, -0.18519, -1.02515], [-1.80981, -0.01570, 0.20163], [-0.86304, 0.48237, 1.02598], [1.23035, -0.66554, 1.80494], [2.31703, -0.39302, 0.42789], [0.98961, -1.55861, 0.29117], [0.79871, 1.49945, 0.39448], [-0.21847, 1.24507, -1.77574], [0.41419, -0.40770, -1.77189], [-2.75895, -0.23697, 0.67938]], "atomic_forces_ev_per_a": [[0.010, -0.053, 0.018], [0.182, -0.005, -0.091], [0.220, 0.090, -0.104], [-0.106, 0.075, 0.368], [-0.170, -0.127, -0.233], [-0.070, -0.051, 0.018], [0.076, 0.049, -0.107], [-0.152, 0.004, -0.022], [-0.028, 0.122, 0.081], [-0.048, -0.129, -0.050], [0.031, -0.102, 0.071], [-0.039, 0.102, 0.115], [0.095, 0.025, -0.064]], "e_above_lowest_ev": 0.9854, "total_energy_ha": -286.59543, "lumo_ev": 1.00, "smiles": "C[C@H]1CN=CO1", "max_force_ha_per_bohr": 0.0076}


2.
{"formula": "C4H7NO", "method": "ωB97M-V/def2-TZVPD", "species": ["C", "C", "O", "C", "C", "N", "H", "H", "H", "H", "H", "H", "H"], "coordinates": [[-1.76211, -0.88273, 0.49912], [-0.50753, -0.39819, -0.19705], [0.09429, 0.60611, 0.60906], [1.17351, 1.24421, -0.00273], [2.25525, 0.31781, -0.41588], [3.07326, -0.40784, -0.79163], [-2.48694, -0.07081, 0.60861], [-2.22420, -1.68671, -0.08260], [-1.52235, -1.26942, 1.49392], [-0.74347, 0.01533, -1.19071], [0.20347, -1.22440, -0.34008], [1.57339, 1.96217, 0.71843], [0.87344, 1.79446, -0.90846]], "atomic_forces_ev_per_a": [[-0.010, 0.002, 0.019], [-0.111, -0.205, -0.155], [0.017, 0.009, 0.062], [0.121, 0.183, -0.061], [0.703, -0.650, -0.329], [-0.758, 0.691, 0.415], [0.107, -0.098, -0.020], [0.068, 0.118, 0.079], [-0.017, 0.048, -0.138], [0.023, -0.022, 0.134], [-0.101, 0.098, -0.002], [-0.008, -0.105, -0.131], [-0.035, -0.068, 0.127]], "e_above_lowest_ev": 1.5072, "total_energy_ha": -286.57626, "lumo_ev": 0.87, "smiles": "CCOCC#N", "max_force_ha_per_bohr": 0.0215}


3.
{"formula": "C4H7NO", "method": "ωB97M-V/def2-TZVPD", "species": ["C", "C", "O", "C", "N", "C", "H", "H", "H", "H", "H", "H", "H"], "coordinates": [[-2.03975, -0.93321, 0.10967], [-0.82233, -0.29823, -0.49907], [-0.06520, 0.25856, 0.61455], [1.18737, 0.38696, 0.27558], [2.01403, 0.03833, -0.59793], [2.39846, 1.16351, 0.39372], [-2.59731, -0.18092, 0.66379], [-2.65919, -1.34483, -0.69242], [-1.71236, -1.72682, 0.78019], [-1.06654, 0.53337, -1.16394], [-0.20060, -1.01938, -1.02681], [3.16497, 0.91975, 1.11428], [2.39845, 2.20291, 0.02838]], "atomic_forces_ev_per_a": [[0.061, -0.009, -0.348], [-0.281, -0.097, 0.305], [-0.089, -0.162, -0.307], [1.282, 0.694, -0.103], [-0.344, 0.140, -0.147], [-0.434, 0.214, 0.164], [-0.142, -0.109, 0.052], [-0.052, -0.018, 0.233], [-0.226, -0.045, 0.022], [0.045, -0.085, -0.017], [0.006, 0.032, -0.011], [0.004, -0.030, 0.177], [0.170, -0.525, -0.019]], "e_above_lowest_ev": 2.9034, "total_energy_ha": -286.52495, "lumo_ev": 1.02, "smiles": "CCOC1=NC1", "max_force_ha_per_bohr": 0.0284}


4.
{"formula": "C4H7NO", "method": "ωB97M-V/def2-TZVPD", "species": ["O", "C", "C", "N", "C", "C", "H", "H", "H", "H", "H", "H", "H"], "coordinates": [[-2.85540, 0.61381, 0.73316], [-2.03051, -0.26843, 0.64705], [-0.54916, 0.21259, 0.73990], [0.56243, -0.56675, 0.22487], [0.83543, -0.43688, -1.19533], [1.72590, 0.20989, -0.20435], [-2.56306, -1.23003, 0.57611], [-0.36359, 0.39418, 1.80960], [-0.61502, 1.21555, 0.27713], [0.18937, 0.21746, -1.78172], [1.14134, -1.35281, -1.69346], [2.70221, -0.21490, 0.02486], [1.68045, 1.29935, -0.13598]], "atomic_forces_ev_per_a": [[0.177, 0.469, 0.003], [-0.675, 1.029, 0.153], [-0.225, 0.091, 0.023], [-0.318, -0.215, 0.040], [-0.108, -0.078, -0.286], [0.074, 0.070, 0.115], [1.510, -0.848, -0.110], [-0.143, -0.136, -0.178], [0.047, -0.222, 0.041], [0.078, -0.091, 0.103], [-0.037, 0.155, 0.044], [-0.278, 0.023, -0.006], [-0.102, -0.247, 0.058]], "e_above_lowest_ev": 2.8591, "total_energy_ha": -286.52658, "lumo_ev": 1.11, "smiles": "O=CCN1CC1", "max_force_ha_per_bohr": 0.0337}


5.
{"formula": "C4H7NO", "method": "ωB97M-V/def2-TZVPD", "species": ["C", "N", "C", "C", "C", "O", "H", "H", "H", "H", "H", "H", "H"], "coordinates": [[-1.72196, -0.30867, 0.06889], [-1.31156, 1.07957, 0.24761], [-0.62154, 0.28981, -0.76568], [0.82470, -0.22239, -0.58458], [1.85919, 0.02442, 0.49872], [0.89446, -1.00076, 0.59283], [-1.47119, -1.03010, 0.84336], [-2.72840, -0.43420, -0.33702], [-0.71642, 1.13910, 1.06887], [-0.92394, 0.53754, -1.78622], [1.27135, -0.55519, -1.52717], [2.85587, -0.44419, 0.59708], [1.80704, 0.95993, 1.05502]], "atomic_forces_ev_per_a": [[-0.020, -0.177, -0.044], [0.253, 0.208, 0.219], [0.310, 0.020, -0.095], [-0.074, -0.091, -0.026], [-0.179, 0.353, 0.009], [-0.037, -0.334, 0.268], [0.146, 0.193, -0.213], [0.395, 0.068, -0.133], [-0.039, 0.050, 0.047], [0.430, 0.116, 0.240], [-0.353, -0.724, 0.321], [-0.250, 0.657, -1.077], [-0.580, -0.337, 0.484]], "e_above_lowest_ev": 3.7169, "total_energy_ha": -286.49505, "lumo_ev": 1.11, "smiles": "C1N[C@H]1[C@H]1CO1", "max_force_ha_per_bohr": 0.0250}


6.
{"formula": "C4H7NO2", "method": "ωB97M-V/def2-TZVPD", "species": ["O", "C", "C", "C", "C", "O", "N", "H", "H", "H", "H", "H", "H", "H"], "coordinates": [[-0.10594, 2.20509, -0.13077], [-0.56205, 1.33386, 0.68278], [-0.11007, -0.11494, 0.74755], [-0.33551, -0.94522, -0.55939], [-0.31292, -0.10744, -1.80894], [0.62491, 0.47621, -2.28068], [1.28929, -0.15438, 1.37558], [-1.11491, 1.61125, 1.60251], [-0.58771, -0.67669, 1.55458], [-1.32680, -1.33786, -0.42396], [0.33896, -1.80762, -0.56038], [-1.30731, 0.21567, -2.18133], [1.83418, 0.40034, 0.71556], [1.67589, -1.09826, 1.26691]], "atomic_forces_ev_per_a": [[0.327, 0.046, -0.129], [-1.131, -0.884, 0.728], [0.921, 0.243, 1.017], [0.576, -0.073, 0.572], [-0.419, 1.583, 0.546], [0.833, -0.951, -0.447], [0.168, -0.045, -1.605], [0.115, 0.224, -0.085], [-1.026, 0.294, -0.304], [-0.593, -0.244, -0.238], [0.236, 0.100, -0.357], [-0.212, -0.526, -0.038], [0.289, 0.199, 0.265], [-0.084, 0.035, 0.076]], "e_above_lowest_ev": 1.7539, "total_energy_ha": -361.77652, "lumo_ev": [4.20, 4.12], "spin_multiplicity": 2, "max_force_ha_per_bohr": 0.0336, "total_charge": -1}


7.
{"formula": "C4H7NO2", "method": "ωB97M-V/def2-TZVPD", "species": ["C", "C", "C", "C", "N", "O", "O", "H", "H", "H", "H", "H", "H", "H"], "coordinates": [[0.32269, -1.07980, -0.99497], [1.30542, -0.91616, 0.12568], [-0.01307, -0.38865, 0.21945], [-1.07157, -0.10965, 1.23122], [-0.14104, 1.96329, -0.76534], [-0.87016, 2.70867, -0.16546], [0.48160, 2.17310, -1.76535], [0.46063, -0.48812, -1.77820], [-0.11478, -2.04427, -1.24297], [1.37485, -1.66083, 0.83885], [2.20348, -0.39688, -0.06140], [-0.82538, -0.58570, 2.24916], [-2.05130, -0.16315, 0.90330], [-1.06137, 0.98815, 1.20604]], "atomic_forces_ev_per_a": [[-1.306, -3.128, 2.327], [0.085, 0.526, -0.377], [-2.020, 2.538, -0.087], [2.917, 0.134, 0.785], [0.255, -2.209, 1.022], [-0.180, 0.319, 0.107], [0.195, 0.333, -0.560], [0.827, 2.494, -3.398], [-0.044, 0.058, 0.190], [0.605, -1.904, 1.201], [0.738, 0.871, -0.050], [-0.590, 1.014, -1.503], [-2.004, -1.412, -0.750], [0.520, 0.365, 1.092]], "e_above_lowest_ev": 7.4894, "total_energy_ha": -361.60563, "lumo_ev": [-0.31, -1.05], "max_force_ha_per_bohr": 0.0835}


8.
{"formula": "C4H7NO2", "method": "ωB97M-V/def2-TZVPD", "species": ["O", "C", "C", "N", "C", "C", "O", "H", "H", "H", "H", "H", "H", "H"], "coordinates": [[0.66930, -2.39389, 0.41462], [0.14322, -1.12813, 0.76991], [1.03493, 0.03075, 0.31803], [-0.25540, 0.77196, 0.06295], [-0.86754, -0.58962, -0.25358], [-0.33719, 1.87510, -0.87651], [-1.37932, 2.23398, -1.33893], [0.56730, -2.94662, 1.19480], [-0.63563, 0.98374, 0.99714], [1.72065, 0.55946, 0.99133], [1.49794, -0.08464, -0.68626], [-1.95143, -0.60342, -0.10231], [-0.62660, -0.78779, -1.31800], [0.64402, 2.33339, -1.07971]], "atomic_forces_ev_per_a": [[-0.046, -0.124, 0.248], [0.073, 0.080, -0.295], [0.234, 0.219, 0.080], [-0.074, 0.099, 0.063], [-0.343, -0.019, -0.091], [-0.423, 0.214, -0.203], [0.564, -0.206, 0.262], [0.062, 0.013, -0.191], [0.005, 0.071, -0.070], [-0.127, -0.128, -0.089], [-0.056, -0.088, 0.140], [0.207, -0.031, 0.003], [0.029, -0.034, 0.158], [-0.106, -0.065, -0.016]], "e_above_lowest_ev": 5.3568, "total_energy_ha": -361.68400, "lumo_ev": [-0.03, -0.03], "max_force_ha_per_bohr": 0.0127}


9.
{"formula": "C4H7NO2", "method": "ωB97M-V/def2-TZVPD", "species": ["H", "N", "C", "C", "O", "C", "C", "O", "H", "H", "H", "H", "H", "H"], "coordinates": [[2.31155, 0.34846, 0.09648], [1.76847, -0.49157, 0.32686], [0.52649, -0.36156, 0.13868], [-0.54801, -1.64848, 0.65431], [-1.90310, -1.58137, 0.31065], [-0.31885, 0.70023, -0.35096], [0.68981, 1.97856, -0.96171], [1.23147, 2.82641, -0.27085], [-0.42159, -1.74826, 1.73535], [-0.10255, -2.51135, 0.15771], [-2.35956, -1.04176, 0.97520], [-0.90889, 1.15268, 0.44568], [-0.91589, 0.39579, -1.20982], [0.95067, 1.98221, -2.04757]], "atomic_forces_ev_per_a": [[-0.260, -0.182, -0.102], [-0.704, 0.034, -0.009], [-1.538, -3.133, 1.785], [2.597, 0.946, -0.584], [0.006, 0.744, 0.072], [2.023, 4.410, -2.180], [-0.076, -0.343, 1.637], [-1.279, -1.605, -0.759], [0.208, 0.095, -0.088], [-0.196, -0.076, 0.136], [0.132, -0.251, -0.350], [-0.160, -0.121, -0.084], [-0.252, -0.147, 0.284], [-0.499, -0.370, 0.242]], "e_above_lowest_ev": 3.0646, "total_energy_ha": -361.76824, "lumo_ev": 0.63, "smiles": "[H]/N=C(/CO)CC=O", "max_force_ha_per_bohr": 0.1034}